{
  "formula": "C6H12O",
  "method": "wB97M-V/def2-TZVPD",
  "elements": ["C", "O", "C", "C", "C", "C", "C", "H", "H", "H", "H", "H", "H", "H", "H", "H", "H", "H", "H"],
  "coordinates": [[2.515, 0.635, 0.024], [1.507, 0.549, 0.999], [0.589, -0.513, 0.833], [-0.668, -0.139, 0.024], [-0.858, 1.350, -0.186], [-1.206, -1.079, -1.029], [-1.901, -0.956, 0.297], [2.123, 0.821, -0.984], [3.124, -0.281, -0.001], [3.158, 1.474, 0.305], [1.088, -1.384, 0.375], [0.294, -0.790, 1.854], [-0.099, 1.772, -0.855], [-0.791, 1.884, 0.766], [-1.841, 1.554, -0.625], [-0.677, -2.009, -1.226], [-1.692, -0.655, -1.906], [-1.811, -1.794, 0.987], [-2.855, -0.439, 0.349]],
  "gap_ev": 10.74,
  "relative_energy_kj_mol": 163.95,
  "smiles": "COCC1(C)CC1",
  "molar_mass_g_mol": 100.16,
  "total_charge": 0
}